(1)
{"formula": "C16H23CoN6Se2Si", "method": "ωB97M-V/def2-TZVPD", "symbols": ["Co", "Se", "Se", "C", "C", "C", "C", "C", "N", "C", "C", "C", "C", "C", "N", "H", "H", "H", "H", "H", "H", "H", "H", "C", "Si", "C", "C", "C", "H", "H", "H", "H", "H", "H", "H", "H", "H", "H", "H", "N", "C", "N", "N", "C", "N", "H", "H", "H", "H"], "positions_angstrom": [[0.1885, -0.2622, 0.2256], [2.1211, 0.3140, 2.3550], [3.6656, -1.0711, 1.3639], [3.0474, -1.2777, -0.4531], [3.9769, -1.8529, -1.3106], [3.6367, -2.0630, -2.6322], [2.3782, -1.6681, -3.0728], [1.5173, -1.0994, -2.1657], [1.8312, -0.9123, -0.8644], [0.8687, -1.0603, 2.9165], [0.8350, -1.5785, 4.1940], [-0.0665, -2.6041, 4.4552], [-0.8717, -3.0753, 3.4282], [-0.7861, -2.4829, 2.1814], [0.0606, -1.4772, 1.9376], [4.9567, -2.1176, -0.9345], [4.3450, -2.5164, -3.3123], [2.0808, -1.7971, -4.1031], [0.5330, -0.7696, -2.4728], [1.5002, -1.2042, 4.9592], [-0.1311, -3.0311, 5.4470], [-1.5607, -3.8916, 3.5911], [-1.4021, -2.8052, 1.3529], [2.1107, 3.6031, 1.0392], [0.8326, 3.1475, -0.2647], [-0.2626, 4.6064, -0.7291], [1.6431, 2.4750, -1.8389], [-0.3018, 1.7518, 0.4116], [2.4925, 4.6080, 0.8519], [2.9629, 2.9202, 1.0095], [1.7025, 3.5911, 2.0520], [0.3658, 5.4353, -1.0600], [-0.8610, 4.9597, 0.1123], [-0.9328, 4.3447, -1.5493], [2.2746, 3.2424, -2.2902], [0.8925, 2.1831, -2.5770], [2.2711, 1.6118, -1.6150], [-1.2531, 1.7872, -0.1317], [-0.4941, 1.8916, 1.4815], [-5.1727, -0.1331, -0.7953], [-4.8415, -1.3300, -1.2879], [-5.7853, -2.1136, -1.7936], [-3.5984, -1.7881, -1.3089], [-2.4913, -1.3147, -0.9357], [-1.3985, -1.0021, -0.6515], [-6.1211, 0.2026, -0.8310], [-4.4733, 0.4797, -0.4195], [-6.7545, -1.8456, -1.7938], [-5.5308, -3.0105, -2.1712]], "mulliken_spin": [3.139, 0.068, 0.006, 0.014, 0.005, 0.000, 0.004, -0.001, 0.037, 0.027, 0.001, 0.005, 0.003, 0.004, 0.035, 0.001, 0.000, 0.000, -0.003, -0.002, 0.000, 0.000, 0.002, 0.005, 0.008, 0.042, 0.010, 0.474, 0.001, -0.002, 0.000, 0.008, -0.002, -0.001, -0.001, 0.001, 0.001, 0.040, 0.011, 0.000, -0.001, 0.000, 0.012, 0.033, 0.017, 0.000, 0.000, 0.000, 0.000], "orbital_gap_ev": [8.53, 6.53], "relative_energy_ev": 0.2086, "largest_force_ev_per_a": 1.36, "total_charge": 2, "spin_multiplicity": 5, "e_tot_ha": -7426.666998}



(2)
{"formula": "C3H11NO", "method": "ωB97M-V/def2-TZVPD", "symbols": ["C", "N", "C", "C", "H", "H", "H", "H", "H", "H", "H", "H", "H", "H", "H", "O"], "positions_angstrom": [[-0.4940, -0.6847, -0.9679], [-0.1664, -0.0584, 0.2814], [-1.0762, -0.4153, 1.4536], [-0.0739, 1.4207, 0.1767], [-0.6944, -1.7808, -0.8949], [-1.4528, -0.3251, -1.4107], [0.3416, -0.7749, -1.7389], [-0.9035, 0.1985, 2.2836], [-1.0081, -1.4496, 1.6982], [-2.0993, -0.1350, 1.0878], [0.7007, 1.6792, 0.9149], [0.2910, 1.7804, -0.8117], [-1.1637, 1.8312, 0.3034], [2.0002, -0.2109, -0.3792], [2.8314, -0.8828, -1.3342], [2.9675, -0.1925, -0.6621]], "lowdin_charge": [-0.166, -0.355, -0.060, -0.115, 0.085, 0.086, 0.090, 0.054, 0.067, 0.090, 0.084, 0.085, 0.108, 0.016, 0.028, -0.097], "orbital_gap_ev": 9.74, "relative_energy_ev": 1.5185, "smiles": "CN(C)C.O", "largest_force_ev_per_a": 3.92, "total_charge": 0, "e_tot_ha": -250.840840}



(3)
{"formula": "C4H9NOS", "method": "ωB97M-V/def2-TZVPD", "symbols": ["C", "C", "C", "C", "N", "O", "S", "H", "H", "H", "H", "H", "H", "H", "H", "H"], "positions_angstrom": [[-1.0016, 1.2943, 0.2625], [-0.3148, -0.0517, -0.0549], [0.0447, -0.7389, 1.2402], [0.8926, -0.0212, -1.0087], [-1.7414, -0.9697, -0.8382], [-2.3592, 1.2705, 0.0483], [-3.0058, -0.2616, 0.0138], [-0.7993, 1.4544, 1.3282], [-0.4808, 2.0619, -0.5159], [-0.7337, -0.9418, 1.9945], [0.7539, -0.1081, 1.7396], [0.6009, -1.7475, 1.0670], [0.7367, 0.7645, -1.7388], [0.7345, -0.9594, -1.5188], [1.7344, 0.1742, -0.3532], [-1.8046, -0.6147, -1.8139]], "lowdin_charge": [-0.286, -0.448, -0.098, -0.042, -0.310, -0.504, 0.854, 0.116, 0.167, 0.081, 0.070, 0.120, 0.072, 0.081, 0.088, 0.037], "orbital_gap_ev": 8.91, "relative_energy_ev": 3.4117, "largest_force_ev_per_a": 3.03, "total_charge": 0, "e_tot_ha": -685.893570}



(4)
{"formula": "C25H58FeN2O2Si3", "method": "ωB97M-V/def2-TZVPD", "symbols": ["O", "O", "C", "C", "H", "H", "H", "H", "H", "C", "C", "H", "H", "H", "H", "H", "C", "C", "C", "H", "H", "H", "H", "H", "C", "H", "H", "H", "H", "H", "H", "Fe", "C", "Si", "H", "H", "C", "C", "C", "C", "Si", "H", "H", "C", "C", "C", "H", "H", "H", "H", "H", "H", "H", "H", "H", "H", "H", "H", "H", "H", "H", "H", "H", "H", "C", "C", "C", "C", "C", "C", "N", "N", "Si", "C", "C", "C", "H", "H", "H", "H", "H", "H", "H", "H", "H", "H", "H", "H", "H", "H", "H"], "positions_angstrom": [[-1.1763, -2.7253, -1.8375], [-2.3692, -0.9229, -2.8837], [0.1332, -3.3530, -1.8866], [0.2181, -4.8204, -1.4921], [0.7426, -2.7846, -1.1800], [0.5290, -3.2389, -2.9040], [0.2546, -4.9701, -0.4019], [1.1780, -5.2142, -1.8652], [-0.5629, -5.4612, -1.9293], [-2.0184, -3.1010, -0.7099], [-3.3549, -3.5839, -1.2091], [-2.1196, -2.1720, -0.1309], [-1.5005, -3.8644, -0.1134], [-3.8913, -2.8339, -1.8018], [-3.9812, -3.8176, -0.3382], [-3.2582, -4.5101, -1.7851], [-3.5774, 0.0656, -2.7339], [-2.0528, -1.2994, -4.3013], [-4.0713, 0.1022, -1.3321], [-4.3231, -0.3141, -3.4425], [-3.1879, 1.0455, -3.0572], [-4.4608, -0.8620, -1.0171], [-4.8950, 0.8201, -1.2886], [-3.3175, 0.4465, -0.6224], [-2.9187, -2.4564, -4.6769], [-0.9918, -1.5387, -4.2317], [-2.2263, -0.3998, -4.8977], [-2.8284, -3.2826, -3.9611], [-2.5962, -2.8024, -5.6564], [-3.9685, -2.1544, -4.7434], [-2.0965, -1.8020, -2.3504], [1.1205, 0.8671, 0.7801], [-0.1058, 0.3105, -0.4334], [0.6009, 1.1864, -1.9420], [-1.2154, 0.4520, -0.3680], [-0.0971, -0.7974, -0.5587], [1.5711, 0.0104, -3.0396], [1.6804, 2.5306, -1.1670], [-0.6671, 2.0025, -3.0667], [2.8294, 0.0478, 0.3216], [4.0174, 0.8317, 1.5749], [3.2306, 0.2080, -0.7090], [2.6863, -1.0604, 0.4269], [4.7831, 2.3520, 0.7777], [5.2899, -0.4994, 1.9188], [3.2752, 1.4448, 3.1991], [-0.2179, 2.9217, -3.4809], [-1.5889, 2.3074, -2.5572], [-0.9569, 1.3877, -3.9340], [2.4551, -0.3896, -2.5291], [1.9161, 0.5690, -3.9249], [0.9628, -0.8421, -3.3819], [1.9757, 2.4730, -0.0926], [1.1178, 3.4665, -1.2542], [2.6335, 2.5979, -1.7044], [5.4727, -1.0970, 1.0146], [4.9399, -1.1640, 2.7210], [6.2336, -0.0350, 2.2296], [2.7255, 0.6604, 3.7371], [2.6089, 2.3099, 3.0631], [4.1109, 1.7739, 3.8342], [5.7111, 2.6068, 1.3170], [4.1109, 3.2237, 0.8326], [5.0384, 2.1712, -0.2774], [1.4161, -2.6879, 2.3973], [0.7239, -1.5228, 3.0478], [0.3481, -1.5567, 4.3911], [-0.2984, -0.4597, 4.9751], [-0.6011, 0.6593, 4.1960], [-0.1732, 0.6426, 2.8602], [0.4727, -0.4274, 2.2973], [-0.1859, 1.6909, 1.9760], [-0.8847, 3.3021, 2.1612], [-2.6728, 3.1395, 2.6387], [0.1444, 4.1550, 3.4412], [-0.8501, 4.3182, 0.5940], [0.9658, -2.9360, 1.4238], [2.4926, -2.4979, 2.2521], [1.3202, -3.5615, 3.0566], [0.5787, -2.4665, 4.9576], [-0.5767, -0.4903, 6.0263], [-1.1230, 1.5394, 4.5895], [-2.8333, 2.5023, 3.5151], [-3.0644, 4.1381, 2.8706], [-3.2696, 2.7333, 1.8120], [1.1501, 4.3872, 3.0625], [-0.3241, 5.1090, 3.7252], [0.2626, 3.5623, 4.3587], [0.1561, 4.6519, 0.3245], [-1.2905, 3.8283, -0.2833], [-1.4429, 5.2248, 0.7869]], "mulliken_spin": [0.019, -0.002, -0.001, 0.000, 0.003, 0.000, 0.000, 0.000, 0.000, 0.009, -0.001, -0.004, 0.000, 0.001, 0.000, 0.000, 0.001, 0.006, 0.005, 0.000, 0.003, 0.000, 0.000, -0.013, 0.000, -0.003, 0.001, 0.000, 0.000, 0.000, -0.024, 4.267, 0.305, 0.016, -0.091, -0.037, 0.031, 0.108, 0.039, 0.059, -0.022, 0.005, 0.018, 0.008, 0.019, 0.077, 0.003, -0.007, -0.002, -0.005, 0.001, -0.006, -0.016, -0.006, -0.002, -0.002, -0.001, 0.001, -0.004, -0.024, -0.001, 0.000, -0.002, 0.000, 0.005, 0.009, 0.015, 0.008, 0.018, 0.001, 0.087, 0.104, 0.012, 0.006, 0.002, -0.001, 0.001, 0.002, 0.000, 0.002, 0.000, 0.002, 0.000, 0.000, -0.001, -0.002, 0.000, 0.000, 0.001, 0.000, 0.000], "orbital_gap_ev": [7.00, 7.80], "relative_energy_ev": 1.5404, "largest_force_ev_per_a": 6.35, "total_charge": 1, "spin_multiplicity": 6, "e_tot_ha": -3379.267733}